Molecular formula: C22H28ClN3O
Method: DFT, wB97M-V/def2-TZVPD

```
55
Properties=species:S:1:pos:R:3:lowdin_charge:R:1
C -1.70413 2.36317 2.89432 -0.07
H -1.84524 2.81201 1.91466 0.07
H -2.30527 2.90838 3.61801 0.07
H -2.04291 1.33257 2.86403 0.06
C -0.23500 2.42820 3.29355 -0.25
N 0.60922 1.70650 2.35601 -0.21
C 0.51985 0.26398 2.45917 -0.12
H 1.51674 -0.16349 2.33471 0.12
H 0.13565 -0.04804 3.43851 0.13
C -0.39916 -0.39834 1.39880 -0.31
O -1.61812 -0.73955 2.02410 -0.04
H -2.14035 -1.27808 1.41802 0.08
C -0.61546 0.50144 0.15754 -0.07
N -0.34452 -0.20735 -1.06172 0.03
C -1.15731 -1.17754 -1.59989 -0.15
C -2.47355 -1.54003 -1.36543 0.02
C -3.01222 -2.57549 -2.10857 -0.24
C -2.23689 -3.24551 -3.07934 -0.24
C -0.92701 -2.87637 -3.31625 0.03
C -0.37736 -1.83814 -2.57400 -0.21
N 0.87582 -1.28912 -2.59804 0.18
C 0.86679 -0.33835 -1.70242 -0.25
C 2.01937 0.51500 -1.43196 -0.15
C 1.88929 1.89996 -1.36680 -0.06
C 3.00662 2.67560 -1.11326 -0.68
C 4.25513 2.10224 -0.93298 -0.11
C 4.38123 0.72607 -1.02636 -0.07
C 3.27571 -0.06528 -1.27555 -0.02
H 3.36730 -1.13681 -1.35536 0.12
H 5.35249 0.27198 -0.90101 0.11
H 5.11248 2.72500 -0.73249 0.10
Cl 2.83586 4.39400 -1.01646 0.68
H 0.93604 2.37414 -1.54122 0.12
H -0.33188 -3.37869 -4.06231 0.12
C -2.84363 -4.36805 -3.86740 -0.05
H -2.11631 -4.78316 -4.55980 0.07
H -3.70347 -4.01886 -4.43839 0.08
H -3.18577 -5.16410 -3.20673 0.08
C -4.43575 -2.98480 -1.87665 -0.05
H -4.49057 -4.02397 -1.55329 0.08
H -4.89797 -2.36199 -1.11457 0.07
H -5.01608 -2.89399 -2.79402 0.08
H -3.08174 -1.01926 -0.63807 0.11
H 0.03941 1.36755 0.24813 0.10
H -1.65182 0.84878 0.14618 0.14
H 0.09520 -1.32532 1.06464 0.15
C 1.96790 2.21167 2.28015 -0.25
C 2.78924 2.11195 3.57028 -0.07
H 2.85229 1.07979 3.90769 0.07
H 2.34080 2.70773 4.36115 0.07
H 3.79644 2.47866 3.39074 0.07
H 2.48079 1.66302 1.48496 0.10
H 1.91025 3.25996 1.97239 0.11
H -0.12572 2.03808 4.31937 0.12
H 0.08731 3.47223 3.29322 0.12
```

Values from the calculation:
**Multiplicity**: 1
**LUMO**: 0.540 eV
**Highest occupied orbital energy**: -8.119 eV
**Energy relative to the best compared isomer or geometry (same formula, charge and spin)**: 18.5 kcal/mol
**Gap between HOMO and LUMO**: 8.66 eV
**Largest force on an atom**: 0.87 eV/Å
**SMILES**: CCN(CC)C[C@@H](O)Cn1c(-c2cccc(Cl)c2)nc2cc(C)c(C)cc21
**Energy**: -42309.5067 eV

***

Molecular formula: C22H28CoN3O8
Method: DFT, wB97M-V/def2-TZVPD

```
62
Properties=species:S:1:pos:R:3:mulliken_spin:R:1
Co -0.32455 1.52832 0.77831 2.74
N 1.60315 2.40748 0.39222 0.06
C 1.74783 3.77568 -0.11645 -0.01
C 1.64378 4.80930 0.99691 0.00
N 0.45376 4.60178 1.82087 0.01
H 2.11493 2.29644 1.26245 0.00
H 1.96414 1.69008 -0.24318 -0.01
H 0.95189 3.94760 -0.84142 0.00
H 2.70716 3.91395 -0.62567 0.00
H 1.67554 5.79731 0.51856 0.00
H 2.53184 4.73986 1.63657 0.00
H -0.35486 4.44386 1.21710 0.00
H 0.27630 5.41937 2.38953 0.00
N -0.90427 1.64659 2.80045 0.06
C -2.36673 1.47772 2.79780 0.00
C -2.79975 0.46530 1.71618 0.00
O -3.84963 -0.14267 1.89328 0.00
O -2.01354 0.38357 0.71209 0.05
H -0.44303 0.83873 3.20622 0.00
H -0.60792 2.48224 3.28954 0.00
H -2.81308 2.43664 2.52638 0.00
H -2.76868 1.16812 3.76294 0.00
C 2.26036 -6.45713 1.16475 0.00
C 2.05758 -4.98208 0.93566 0.00
C 0.88553 -4.50315 0.36546 0.00
C 0.66519 -3.14211 0.17394 0.00
C -0.60256 -2.63751 -0.45678 0.00
C 1.66065 -2.24677 0.56563 0.01
C 2.84994 -2.70035 1.13003 0.00
C 3.91263 -1.71414 1.53560 0.00
C 3.03344 -4.06604 1.31015 0.00
C 1.43190 -0.76688 0.35974 -0.01
O 1.89516 -0.23079 -0.66051 0.00
O 0.77203 -0.18214 1.27969 0.03
H 1.55647 -7.04576 0.57558 0.00
H 2.11005 -6.71811 2.21548 0.00
H 3.27117 -6.76747 0.89354 0.00
H 0.11465 -5.20524 0.06219 0.00
H -1.28861 -3.45938 -0.66515 0.00
H -0.38058 -2.12381 -1.39573 0.00
H -1.11319 -1.91124 0.17932 0.00
H 4.21716 -1.10514 0.68252 0.00
H 4.79088 -2.22388 1.93282 0.00
H 3.53580 -1.03182 2.30130 0.00
H 3.96081 -4.42087 1.75138 0.00
O -2.84608 4.33035 -0.97655 0.00
C -2.15092 3.32326 -0.91762 0.01
O -1.20896 3.13056 -0.05874 0.03
C -2.38212 2.19295 -1.89625 0.00
C -3.65943 2.00086 -2.39856 0.00
C -3.96092 0.94316 -3.25977 0.00
C -2.92197 0.11756 -3.60534 0.00
O -2.94525 -0.98384 -4.42987 0.00
C -1.61200 -1.49213 -4.43758 0.00
O -0.79738 -0.63255 -3.65478 0.00
C -1.64077 0.32130 -3.13227 0.01
C -1.33577 1.33763 -2.26685 0.03
H -4.42943 2.69387 -2.08822 0.00
H -4.96243 0.77388 -3.63088 0.00
H -1.24069 -1.50651 -5.46567 0.00
H -1.60486 -2.49572 -4.00304 0.00
H -0.32181 1.45997 -1.90534 -0.02
```

Values from the calculation:
**Multiplicity**: 4
**LUMO (alpha / beta)**: 2.690 / 2.684 eV
**Highest occupied orbital energy (alpha / beta)**: -5.321 / -5.341 eV
**Energy relative to the best compared isomer or geometry (same formula, charge and spin)**: 20.0 kcal/mol
**Gap between HOMO and LUMO (alpha / beta)**: 8.01 / 8.03 eV
**Largest force on an atom**: 0.23 eV/Å
**Energy**: -81751.5447 eV
**Total charge**: -1

***

Molecular formula: C22H28MnN6OS2
Method: DFT, wB97M-V/def2-TZVPD

```
60
Properties=species:S:1:pos:R:3:mulliken_spin:R:1
Mn 0.76781 1.39534 0.27082 3.60
C -3.94855 3.52102 2.84831 0.00
C -3.05511 4.66673 2.38897 0.00
N -2.24792 4.30206 1.23267 0.03
C -1.33008 3.36307 1.22672 0.03
S -0.38320 3.12666 -0.29164 -0.43
N -1.04457 2.59351 2.23533 -0.12
N -0.03708 1.75449 2.05533 -0.01
C 0.35571 0.95411 3.01378 0.02
C -0.34131 0.85706 4.32294 -0.01
C 1.60169 0.26447 2.71642 -0.06
C 2.27758 -0.54126 3.62993 -0.02
C 3.52837 -1.03944 3.29882 0.01
C 4.08360 -0.70690 2.07068 -0.02
C 3.33870 0.06723 1.19413 0.01
N 2.12497 0.53565 1.48810 -0.01
H -4.60475 3.86140 3.64519 0.00
H -3.34337 2.70334 3.22652 0.00
H -4.56378 3.16111 2.02792 0.00
H -2.38105 4.95906 3.19989 0.00
H -3.65711 5.52828 2.10239 0.00
H -2.37040 4.83233 0.38050 0.00
H -1.33604 1.29282 4.24526 0.00
H 0.20540 1.41191 5.09080 0.00
H -0.42329 -0.17762 4.65104 0.00
H 1.83075 -0.75984 4.58605 0.00
H 4.06530 -1.66535 3.99506 0.00
H 5.06855 -1.04609 1.78947 0.00
H 3.73439 0.31453 0.21621 -0.01
C 1.92271 1.14274 -5.20285 0.01
C 2.63902 0.10446 -4.34035 -0.01
N 1.72478 -0.75560 -3.61876 0.03
C 1.24197 -1.95824 -4.28297 0.00
C -0.21682 -1.83418 -4.71057 0.00
C 1.26690 -0.46139 -2.41548 0.01
S 1.75777 1.08448 -1.70390 -0.13
N 0.47567 -1.33462 -1.81456 0.03
C -0.16007 -1.21449 -0.66697 -0.02
O -0.09200 -0.16965 0.07747 0.03
C -1.01274 -2.29772 -0.19815 -0.01
C -1.18385 -3.46836 -0.94116 0.00
C -2.01769 -4.45839 -0.46715 0.00
C -2.67936 -4.29734 0.74344 0.00
C -2.50681 -3.13873 1.49036 0.00
C -1.67857 -2.14162 1.02661 0.00
H 2.67417 1.75353 -5.69493 0.00
H 1.29605 1.78386 -4.58797 0.00
H 1.30704 0.67310 -5.96393 0.00
H 3.28169 0.61662 -3.62068 0.01
H 3.26182 -0.53047 -4.97346 0.00
H 1.35307 -2.79478 -3.58973 0.00
H 1.86687 -2.13957 -5.15583 0.00
H -0.84872 -1.61446 -3.85569 0.00
H -0.54079 -2.77030 -5.15207 0.00
H -0.33846 -1.05185 -5.45268 0.00
H -0.66301 -3.57322 -1.87781 0.00
H -2.15295 -5.36121 -1.04175 0.00
H -3.33205 -5.07489 1.11183 0.00
H -3.02115 -3.01792 2.43197 0.00
H -1.53967 -1.22951 1.59008 0.01
```

Values from the calculation:
**Multiplicity**: 4
**LUMO (alpha / beta)**: -9.415 / -7.482 eV
**Highest occupied orbital energy (alpha / beta)**: -14.431 / -14.374 eV
**Gap between HOMO and LUMO (alpha / beta)**: 5.02 / 6.89 eV
**Largest force on an atom**: 1.72 eV/Å
**Energy**: -87233.6918 eV
**Total charge**: +2

***

Molecular formula: C22H28N2O2
Method: DFT, wB97M-V/def2-TZVPD

```
54
Properties=species:S:1:pos:R:3:lowdin_charge:R:1
C 3.72456 3.26954 0.03201 0.00
C 3.72912 2.12899 -0.94767 -0.41
O 3.61728 2.27750 -2.14137 0.10
C 3.79851 0.77363 -0.32888 -0.16
C 2.93363 -0.20099 -0.81396 0.02
C 2.88501 -1.46539 -0.24272 -0.22
C 3.75144 -1.76562 0.79912 -0.04
C 4.64452 -0.81278 1.26312 -0.06
C 4.65925 0.45802 0.71857 -0.03
H 5.35756 1.19076 1.09233 0.11
H 5.32390 -1.06156 2.06498 0.10
H 3.73068 -2.74858 1.24810 0.11
C 1.85604 -2.44433 -0.73705 -0.15
N 0.52848 -1.87703 -0.55234 -0.16
C -0.49501 -2.58210 -1.29779 -0.17
C -1.83692 -1.86271 -1.15474 -0.17
N -2.15759 -1.74462 0.24943 -0.13
C -3.54695 -1.49968 0.58401 -0.14
C -4.12258 -0.15390 0.20455 -0.23
C -4.27259 0.84535 1.16024 -0.06
C -4.77558 2.08660 0.81382 -0.08
C -5.13506 2.34782 -0.49759 -0.09
C -4.99897 1.35789 -1.45547 -0.08
C -4.50215 0.11458 -1.10527 -0.05
H -4.41456 -0.65747 -1.85586 0.11
H -5.28610 1.55256 -2.47852 0.10
H -5.52543 3.31703 -0.77037 0.10
H -4.88744 2.85123 1.56867 0.10
H -3.98908 0.64781 2.18478 0.11
H -4.12872 -2.28742 0.09252 0.13
H -3.64008 -1.63666 1.66603 0.12
C -1.14676 -1.01143 0.98566 -0.28
C 0.15062 -1.81712 0.84667 -0.13
H 0.95474 -1.34827 1.41821 0.12
H -0.01538 -2.82936 1.25848 0.13
H -1.45323 -1.01896 2.03912 0.15
C -0.92858 0.45188 0.54232 -0.11
H -0.33538 0.46215 -0.37329 0.12
H -1.89793 0.89784 0.32377 0.10
C -0.21307 1.30707 1.59499 -0.24
O 1.16325 1.48806 1.34578 -0.07
H 1.54525 0.64102 1.08683 0.05
H -0.62999 2.31740 1.60846 0.12
H -0.35392 0.87033 2.59638 0.12
H -2.61059 -2.46487 -1.63786 0.12
H -1.78511 -0.88926 -1.66578 0.12
H -0.20783 -2.60896 -2.35176 0.12
H -0.60783 -3.62035 -0.93655 0.13
H 2.00128 -2.60825 -1.80886 0.13
H 1.96717 -3.41552 -0.22328 0.13
H 2.27207 0.04326 -1.63115 0.13
H 3.61106 4.21357 -0.49395 0.09
H 4.64451 3.28241 0.61066 0.08
H 2.89272 3.12013 0.71960 0.08
```

Values from the calculation:
**Multiplicity**: 1
**LUMO**: 0.761 eV
**Highest occupied orbital energy**: -8.356 eV
**Energy relative to the best compared isomer or geometry (same formula, charge and spin)**: 53.9 kcal/mol
**Gap between HOMO and LUMO**: 9.12 eV
**Largest force on an atom**: 0.56 eV/Å
**SMILES**: CC(=O)c1cccc(CN2CCN(Cc3ccccc3)[C@H](CCO)C2)c1
**Energy**: -30343.4436 eV

***

Question: Number 4 is which compound?
Answer: C22H28N2O2

***

Copy entry 3 word for word.
Molecular formula: C22H28MnN6OS2
Method: DFT, wB97M-V/def2-TZVPD

```
60
Properties=species:S:1:pos:R:3:mulliken_spin:R:1
Mn 0.76781 1.39534 0.27082 3.60
C -3.94855 3.52102 2.84831 0.00
C -3.05511 4.66673 2.38897 0.00
N -2.24792 4.30206 1.23267 0.03
C -1.33008 3.36307 1.22672 0.03
S -0.38320 3.12666 -0.29164 -0.43
N -1.04457 2.59351 2.23533 -0.12
N -0.03708 1.75449 2.05533 -0.01
C 0.35571 0.95411 3.01378 0.02
C -0.34131 0.85706 4.32294 -0.01
C 1.60169 0.26447 2.71642 -0.06
C 2.27758 -0.54126 3.62993 -0.02
C 3.52837 -1.03944 3.29882 0.01
C 4.08360 -0.70690 2.07068 -0.02
C 3.33870 0.06723 1.19413 0.01
N 2.12497 0.53565 1.48810 -0.01
H -4.60475 3.86140 3.64519 0.00
H -3.34337 2.70334 3.22652 0.00
H -4.56378 3.16111 2.02792 0.00
H -2.38105 4.95906 3.19989 0.00
H -3.65711 5.52828 2.10239 0.00
H -2.37040 4.83233 0.38050 0.00
H -1.33604 1.29282 4.24526 0.00
H 0.20540 1.41191 5.09080 0.00
H -0.42329 -0.17762 4.65104 0.00
H 1.83075 -0.75984 4.58605 0.00
H 4.06530 -1.66535 3.99506 0.00
H 5.06855 -1.04609 1.78947 0.00
H 3.73439 0.31453 0.21621 -0.01
C 1.92271 1.14274 -5.20285 0.01
C 2.63902 0.10446 -4.34035 -0.01
N 1.72478 -0.75560 -3.61876 0.03
C 1.24197 -1.95824 -4.28297 0.00
C -0.21682 -1.83418 -4.71057 0.00
C 1.26690 -0.46139 -2.41548 0.01
S 1.75777 1.08448 -1.70390 -0.13
N 0.47567 -1.33462 -1.81456 0.03
C -0.16007 -1.21449 -0.66697 -0.02
O -0.09200 -0.16965 0.07747 0.03
C -1.01274 -2.29772 -0.19815 -0.01
C -1.18385 -3.46836 -0.94116 0.00
C -2.01769 -4.45839 -0.46715 0.00
C -2.67936 -4.29734 0.74344 0.00
C -2.50681 -3.13873 1.49036 0.00
C -1.67857 -2.14162 1.02661 0.00
H 2.67417 1.75353 -5.69493 0.00
H 1.29605 1.78386 -4.58797 0.00
H 1.30704 0.67310 -5.96393 0.00
H 3.28169 0.61662 -3.62068 0.01
H 3.26182 -0.53047 -4.97346 0.00
H 1.35307 -2.79478 -3.58973 0.00
H 1.86687 -2.13957 -5.15583 0.00
H -0.84872 -1.61446 -3.85569 0.00
H -0.54079 -2.77030 -5.15207 0.00
H -0.33846 -1.05185 -5.45268 0.00
H -0.66301 -3.57322 -1.87781 0.00
H -2.15295 -5.36121 -1.04175 0.00
H -3.33205 -5.07489 1.11183 0.00
H -3.02115 -3.01792 2.43197 0.00
H -1.53967 -1.22951 1.59008 0.01
```

Values from the calculation:
**Multiplicity**: 4
**LUMO (alpha / beta)**: -9.415 / -7.482 eV
**Highest occupied orbital energy (alpha / beta)**: -14.431 / -14.374 eV
**Gap between HOMO and LUMO (alpha / beta)**: 5.02 / 6.89 eV
**Largest force on an atom**: 1.72 eV/Å
**Energy**: -87233.6918 eV
**Total charge**: +2

***

Question: Which of these has the lowest energy?
Answer: C22H28MnN6OS2

***

Question: Which of these has the lowest energy?
Answer: C22H28MnN6OS2